(1)
Below is 13 unconnected molecules or ions with the total composition C33H73N7O31S6 at a distorted geometry, with properties calculated with ωB97M-V with the def2-TZVPD basis set.

Calculated values
gap between HOMO and LUMO = 0.3306 Ha
calculated total energy = -174311.0200 eV
LUMO energy = 0.111 eV

```
! wB97M-V def2-TZVPD RIJCOSX def2/J DEFGRID3
* xyz 0 1
S -26.267 3.972 -0.203
S -21.935 7.149 -0.010
S -24.699 -2.997 3.543
S -21.877 0.877 -1.286
S -27.024 -2.107 -0.236
S -30.881 2.710 -4.145
O -21.645 2.845 3.209
O -29.941 2.213 -5.373
O -23.137 0.114 -0.640
O -26.754 -0.629 -0.909
O -27.600 -2.529 -1.661
O -27.291 3.072 0.836
O -25.317 3.290 4.018
O -22.267 1.831 -2.363
O -28.041 -2.060 0.811
O -29.771 1.466 5.072
O -24.523 6.334 -4.444
O -24.942 -0.681 -3.745
O -25.362 -3.975 2.711
O -21.026 6.695 1.333
O -28.525 7.955 -4.903
O -26.348 5.377 0.081
O -25.845 -2.937 -0.081
O -25.590 -2.925 4.952
O -21.118 7.196 -1.219
O -23.210 -3.107 3.694
O -25.180 -1.449 3.089
O -22.861 8.256 0.191
O -26.424 3.458 -1.534
O -31.415 1.641 -3.300
O -29.423 3.153 -3.468
O -24.895 3.409 0.454
O -29.276 7.746 2.672
O -22.780 5.746 0.139
O -20.955 1.329 -0.213
O -31.706 3.930 -4.451
O -21.234 -0.550 -1.829
N -23.493 5.736 -2.595
N -28.560 3.305 4.715
N -20.900 0.886 4.184
N -30.073 7.495 0.582
N -25.349 5.555 4.421
N -27.467 8.496 -2.988
N -26.290 0.156 -5.374
C -21.358 0.035 3.076
C -26.731 -2.057 4.881
C -23.901 4.392 -2.619
C -26.244 -0.968 3.909
C -26.582 1.950 1.294
C -22.297 -1.485 -2.196
C -27.998 7.461 -2.144
C -20.945 2.244 4.058
C -27.685 1.556 6.187
C -29.019 3.320 -5.761
C -28.487 3.642 -4.417
C -26.281 5.899 3.313
C -23.473 8.050 -3.038
C -23.934 6.660 -3.431
C -26.802 -1.003 -5.985
C -28.365 -1.403 -2.271
C -27.171 9.987 -4.932
C -27.684 8.618 -4.298
C -22.951 5.387 1.558
C -24.944 4.275 4.677
C -21.863 6.156 2.250
C -25.065 2.113 1.013
C -28.776 2.126 5.307
C -20.142 3.125 5.031
C -25.345 0.220 -4.431
C -24.109 3.906 5.867
C -29.794 8.225 1.682
C -23.328 -1.177 -1.120
C -30.084 9.723 1.582
C -29.972 6.039 0.552
C -27.759 -0.139 -1.647
C -29.396 4.089 3.829
C -24.815 1.584 -4.196
H -23.742 1.483 -4.029
H -29.352 5.099 4.236
H -28.219 -1.484 -3.348
H -30.041 5.636 -0.459
H -27.544 0.497 5.968
H -23.153 3.806 -3.154
H -22.085 -2.554 -2.175
H -22.663 -1.059 -3.130
H -24.764 4.149 -3.239
H -24.856 1.283 0.338
H -29.201 10.304 1.848
H -28.197 3.117 -6.449
H -20.594 4.116 4.985
H -29.389 -1.623 -1.967
H -30.447 9.937 0.577
H -25.280 1.859 -3.249
H -22.727 4.324 1.644
H -28.553 0.271 -1.023
H -23.170 -1.831 -0.263
H -27.934 1.481 7.246
H -26.924 1.770 2.313
H -24.317 -1.260 -1.571
H -30.521 7.984 -0.180
H -27.723 9.946 -5.871
H -20.497 0.442 4.998
H -30.825 5.686 1.131
H -21.215 5.605 2.931
H -27.118 -1.721 5.843
H -27.517 10.728 -4.211
H -27.460 3.313 -4.264
H -23.819 8.796 -3.753
H -26.834 9.156 -2.558
H -27.584 -0.748 -6.700
H -29.005 3.961 2.820
H -30.463 3.874 3.890
H -27.293 0.442 -2.443
H -22.214 0.397 2.507
H -23.830 3.803 -1.705
H -23.115 4.346 5.793
H -22.389 8.063 -3.158
H -28.616 4.680 -4.109
H -24.434 4.459 6.749
H -22.241 6.986 2.847
H -23.929 5.819 1.775
H -26.053 -1.448 -6.640
H -27.785 3.752 5.184
H -28.915 7.058 -2.573
H -25.784 -0.189 4.516
H -28.227 7.899 -1.173
H -29.648 4.131 -6.127
H -26.096 10.126 -5.043
H -24.517 2.084 1.954
H -20.164 2.714 6.040
H -24.125 2.818 5.936
H -24.978 2.341 -4.963
H -23.831 8.225 -2.023
H -30.903 9.853 2.290
H -26.987 -0.501 3.262
H -20.500 0.068 2.404
H -27.095 6.574 3.580
H -27.087 1.183 0.707
H -23.191 6.185 -1.743
H -27.435 -2.757 4.431
H -26.820 5.006 2.998
H -19.120 3.338 4.716
H -27.277 -1.614 -5.218
H -27.291 6.662 -1.921
H -29.077 5.573 0.965
H -26.309 0.907 -6.049
H -24.852 6.351 4.794
H -25.760 6.394 2.493
H -21.453 -1.027 3.304
H -26.696 1.939 5.938
*
```

Here are the Mulliken charges for atoms 1 to 6, given in e:
1 S 0.6220
2 S 1.0595
3 S 1.0868
4 S 0.9986
5 S 1.2162
6 S 1.0024

(2)
Below is 14 unconnected molecules or ions with the total composition C33H75B8F32N9O3 at a distorted geometry, with properties calculated with ωB97M-V with the def2-TZVPD basis set.

Calculated values
gap between HOMO and LUMO = 0.1642 Ha
calculated total energy = -147398.4425 eV
LUMO energy = 0.078 eV

```
! wB97M-V def2-TZVPD RIJCOSX def2/J DEFGRID3
* xyz -2 1
F -1.593 -9.928 1.266
F -3.770 0.240 1.447
F -2.708 -0.572 3.309
F -4.851 -0.147 3.447
F 4.582 -3.033 4.988
F -1.930 3.026 -4.090
F 3.922 4.574 2.613
F 8.196 2.052 -2.248
F -1.542 -7.766 1.967
F 6.341 1.976 -0.848
F 6.340 -3.533 -7.260
F -1.405 4.456 -5.732
F -4.201 -1.869 2.132
F 3.451 -6.678 -4.896
F 6.134 4.802 2.509
F 4.480 -2.383 -7.273
F 1.290 -6.273 -5.465
F -3.309 -8.566 0.863
F 6.391 3.402 -2.551
F 5.859 -2.129 -5.531
F -3.144 3.079 -5.949
F 6.363 -1.250 -7.522
F 3.515 -2.081 3.383
F 7.739 3.759 -0.944
F 5.044 6.458 3.470
F 4.882 6.081 1.215
F 2.232 -8.106 -6.245
F 2.925 -6.064 -6.999
F 2.381 -2.544 5.197
F -1.285 -8.186 -0.141
F 2.937 -4.160 3.866
F -1.080 2.182 -6.048
O -2.003 1.059 8.699
O -4.473 8.259 -4.579
O 4.423 -9.001 0.677
N 1.711 -0.699 -1.084
N -1.205 3.204 6.597
N 0.804 8.685 -1.269
N -3.301 -3.956 -2.975
N -5.628 6.458 -2.040
N 0.882 9.279 0.942
N 3.350 -11.221 2.225
N -2.250 -3.008 -4.732
N 1.566 -2.863 -1.389
C -1.443 -2.805 -5.956
C -2.621 -1.988 -3.857
C 1.427 -1.857 -0.421
C -5.991 5.687 -3.336
C 2.078 -2.306 -2.541
C 2.205 -0.930 -2.363
C -0.452 4.494 6.029
C 0.899 8.219 0.071
C 2.410 -11.985 3.195
C -5.151 -4.933 -1.728
C 0.671 10.393 0.167
C 3.374 -9.693 2.606
C -1.399 3.326 8.153
C 0.613 10.002 -1.188
C -2.711 -4.210 -4.227
C -3.659 -4.933 -2.033
C 4.353 -8.714 2.003
C -5.036 5.379 -1.061
C 0.431 1.178 -0.192
C -4.752 8.640 -3.258
C -2.414 2.406 8.827
C 4.782 -11.756 2.437
C -3.176 -2.567 -2.709
C 0.879 7.842 -2.475
C -6.802 7.215 -1.450
C 1.757 0.611 -0.525
C -0.266 1.982 6.295
C 1.218 -4.225 -1.125
C -2.480 3.076 5.754
C 1.193 9.275 2.373
C 2.819 -11.500 0.818
C 1.244 6.279 -2.236
C -4.521 7.474 -2.276
B 2.533 -6.779 -5.930
B -1.939 -8.605 0.948
B -3.895 -0.561 2.565
B -1.893 3.186 -5.480
B 3.358 -2.983 4.363
B 7.188 2.739 -1.640
B 4.958 5.489 2.485
B 5.821 -2.327 -6.898
H -5.588 -5.296 -2.659
H -6.368 7.617 -0.535
H -0.948 5.456 6.160
H 5.336 -8.831 0.431
H -3.511 -5.841 -2.618
H 2.496 -0.107 -3.000
H 5.452 -11.320 1.696
H 1.202 -1.877 0.635
H -3.540 8.427 -4.731
H 2.099 6.124 -1.577
H -2.414 -0.963 -4.130
H -5.013 5.327 -3.656
H 2.374 0.450 0.359
H -0.822 1.058 6.456
H 2.561 -12.532 0.581
H -6.334 6.498 -3.978
H 4.932 -11.537 3.494
H 0.122 0.608 0.684
H -2.662 2.627 9.865
H 0.295 8.972 2.912
H -0.093 7.858 -2.969
H -7.522 6.487 -1.079
H -4.308 7.902 -1.296
H -5.901 4.766 -0.808
H -7.205 7.954 -2.143
H 2.337 1.225 -1.214
H 0.558 -4.599 -1.907
H -0.310 1.208 -0.990
H 3.986 -7.687 2.027
H -3.101 3.945 5.973
H 4.712 -12.837 2.323
H 0.717 2.070 6.757
H 3.473 -10.973 0.123
H 2.351 -9.376 2.404
H 1.531 10.283 2.613
H -5.497 -3.927 -1.493
H 0.401 5.750 -1.790
H 0.659 -4.264 -0.190
H 0.623 10.496 -2.148
H 2.950 -12.032 4.141
H -3.635 6.938 -2.615
H 1.949 8.559 2.695
H 5.327 -8.674 2.489
H -3.124 -4.893 -1.083
H 0.595 2.167 0.235
H -6.745 4.911 -3.201
H 1.059 7.188 0.351
H -4.705 5.846 -0.133
H -5.757 9.031 -3.098
H 1.883 -10.948 0.730
H -2.120 -3.067 -6.768
H 2.203 -2.854 -3.463
H -0.120 4.335 5.003
H -4.191 4.816 -1.456
H 0.417 4.646 6.669
H -1.615 0.789 9.535
H -2.292 3.032 4.681
H 1.530 5.785 -3.164
H -1.686 4.363 8.325
H 0.638 11.311 0.736
H 2.246 -12.952 2.719
H -2.981 2.135 5.982
H 2.038 -4.915 -0.924
H 1.553 -11.317 3.287
H -2.759 -5.202 -4.652
H -5.350 -5.568 -0.865
H 0.100 2.186 5.289
H -0.477 -3.289 -5.815
H -3.354 2.535 8.291
H -3.427 -2.070 -1.784
H -0.404 3.379 8.594
H -1.366 -1.743 -6.191
H 3.389 -9.622 3.694
H -4.054 9.383 -2.872
H 1.535 8.419 -3.126
*
```

Here are the Mulliken charges for atoms 1 to 6, given in e:
1 F -0.4310
2 F -0.3915
3 F -0.3873
4 F -0.4012
5 F -0.4065
6 F -0.4392

(3)
Below is 5 unconnected molecules or ions with the total composition C33H75BN3O15 at a distorted geometry, with properties calculated with ωB97M-V with the def2-TZVPD basis set.

Calculated values
gap between HOMO and LUMO = 0.2652 Ha
calculated total energy = -71284.4091 eV
LUMO energy = -2.791 eV

```
! wB97M-V def2-TZVPD RIJCOSX def2/J DEFGRID3
* xyz 1 1
O 2.666 -1.429 -1.111
O 1.602 -1.064 -10.500
O 1.146 2.075 -9.924
O 2.861 -3.676 12.001
O -1.805 4.272 -5.189
O 0.149 -0.505 4.444
O 1.836 0.118 -7.682
O 2.185 -5.059 9.139
O -4.010 3.531 -5.650
O 1.685 1.395 -0.473
O -1.614 -1.981 6.456
O -2.343 -1.904 3.350
O 3.709 -6.538 11.352
O -5.543 0.174 -1.593
O 1.021 -0.044 -3.295
N -3.403 6.075 -2.885
N -2.435 6.942 -3.372
N -4.931 5.175 -1.680
C 1.272 -1.488 -1.372
C 4.433 -5.326 11.185
C -0.899 6.052 -1.562
C -4.214 1.831 -2.736
C -1.101 -2.877 7.421
C 2.617 -4.989 7.799
C -0.935 -0.013 5.225
C -5.290 2.955 -2.945
C 0.007 -1.819 3.910
C -1.282 2.929 -5.434
C -4.662 4.308 -2.710
C 2.704 0.918 -8.477
C -3.277 -1.285 2.498
C 3.327 -0.184 -1.301
C 4.133 -4.267 12.225
C -1.031 -1.937 2.809
C 0.087 3.002 -9.841
C -1.062 6.529 -3.016
C 0.715 -0.474 -8.331
C 1.411 0.045 -4.651
C 2.318 -6.523 11.063
C -3.706 4.863 -3.515
C 2.574 -1.905 -11.085
C 2.202 -3.319 13.197
C -4.421 1.041 -1.450
C 1.064 -1.587 -9.297
C -1.083 -0.671 6.581
C -4.141 6.244 -1.828
C 1.985 -6.391 9.591
C 0.898 -1.382 -2.836
C 1.024 1.722 0.728
C 2.990 0.867 -0.263
C 2.117 2.248 -8.904
B -3.117 4.223 -4.841
H 0.122 -0.915 -7.524
H -0.152 -1.682 -2.960
H -1.869 -0.037 4.663
H 0.962 -2.478 -1.027
H -0.714 5.707 -3.650
H -5.623 4.983 -0.971
H 2.113 -2.817 -11.478
H -3.466 -1.903 1.612
H 4.886 -3.471 12.158
H 0.436 4.013 -10.082
H -4.541 1.687 -0.569
H 2.890 -3.955 7.588
H 0.980 -2.057 3.472
H 3.701 1.699 -0.346
H -3.244 2.348 -2.727
H 2.316 -0.536 -4.848
H -4.602 4.129 -6.122
H -4.186 1.182 -3.617
H -0.367 2.995 -8.842
H 1.627 1.091 -4.868
H 1.531 -2.055 -3.423
H 0.926 -6.637 9.438
H -0.107 -0.694 7.078
H 3.562 1.132 -7.834
H 0.726 -0.760 -0.768
H -3.524 0.426 -1.292
H -0.387 7.366 -3.216
H 1.797 -5.773 11.659
H 3.500 -5.616 7.635
H -4.208 -1.168 3.052
H 3.087 0.357 -9.330
H -4.156 7.079 -1.142
H 0.151 -2.140 -9.553
H 0.122 5.713 -1.371
H -0.673 2.707 -10.563
H 3.035 -1.361 -11.907
H 1.773 -2.272 -8.818
H 2.714 -2.485 13.689
H 1.501 2.583 1.210
H 1.811 -5.290 7.119
H -1.466 2.286 -4.567
H 1.676 2.743 -8.030
H -6.149 2.787 -2.282
H 2.140 -4.171 13.883
H 5.484 -5.606 11.299
H -1.466 -2.619 8.420
H -0.212 3.061 -5.598
H 3.074 0.424 0.735
H -1.782 -0.086 7.192
H 4.180 -4.720 13.222
H 0.087 0.283 -8.803
H 3.357 -2.164 -10.363
H 4.391 -0.412 -1.201
H -5.683 2.948 -3.962
H 2.599 -7.093 9.016
H -0.005 -2.878 7.414
H -0.885 -1.126 2.085
H -2.931 -0.289 2.193
H -1.443 -3.879 7.165
H -0.167 -2.550 4.700
H 3.181 0.193 -2.314
H -0.911 -2.898 2.293
H 1.012 0.868 1.415
H -1.206 6.829 -0.848
H -2.605 7.893 -3.067
H -1.731 2.502 -6.335
H -1.542 5.187 -1.340
H -0.701 1.041 5.398
H 2.916 2.881 -9.309
H 4.323 -4.935 10.172
H 1.188 -3.013 12.942
H -6.139 0.335 -0.856
H -0.009 1.977 0.487
H 0.598 -0.292 -5.302
H 1.950 -7.498 11.393
*
```

Here are the Mulliken charges for atoms 1 to 6, given in e:
1 O -0.4886
2 O -0.2699
3 O -0.2776
4 O -0.2405
5 O -0.6293
6 O -0.4820